Record 1
Density functional theory data (wB97M-V/def2-TZVPD) for one molecule with the formula C2H6N4.

Its net charge is 0. For the energy relative to the best compared isomer or geometry (same formula, charge and spin), the calculation gives 111.1 kcal per mole. The calculated total energy comes out at -8127.2755 eV. The calculation puts the gap between HOMO and LUMO (alpha / beta) at 8.68 / 8.68 eV.

The geometry in XYZ format:
```
12
C2H6N4, DFT wB97M-V/def2-TZVPD
N -0.899 -0.058 -0.567
N 0.241 -1.576 0.314
N 0.125 0.853 -0.666
N -1.943 0.548 0.102
C 1.390 -0.858 0.258
C 1.366 0.403 -0.262
H -0.132 1.796 -0.373
H -0.052 -1.923 -0.590
H -1.715 0.866 1.043
H -2.765 -0.037 0.045
H 2.226 -1.146 0.891
H 2.160 1.132 -0.196
```

=====

Record 2
Density functional theory data (wB97M-V/def2-TZVPD) for C22H31N2O2OsSe2Si as an isolated structure.

Its net charge is +1. For the energy relative to the best compared isomer or geometry (same formula, charge and spin), the calculation gives 4.1 kcal per mole. The calculated total energy comes out at -171424.2960 eV. The calculation puts the gap between HOMO and LUMO at 7.21 eV.

The geometry in XYZ format:
```
61
C22H31N2O2OsSe2Si, DFT wB97M-V/def2-TZVPD
Os 0.064 -0.412 -0.266
O 0.414 1.530 0.591
C 0.137 2.668 -0.175
C -0.095 3.838 0.528
C -0.357 5.028 -0.131
C -0.383 5.051 -1.516
C -0.150 3.883 -2.215
C 0.110 2.660 -1.580
C 0.306 1.531 -2.490
N 0.273 0.299 -2.141
N 0.368 -0.655 -3.136
C 0.284 -1.866 -2.642
O 0.133 -2.137 -1.374
C 0.360 -3.011 -3.577
C 0.270 -4.310 -3.083
C 0.343 -5.390 -3.948
C 0.505 -5.179 -5.309
C 0.595 -3.885 -5.806
C 0.524 -2.803 -4.945
H -0.073 3.811 1.609
H -0.539 5.929 0.439
H -0.582 5.971 -2.047
H -0.168 3.897 -3.298
H 0.421 1.743 -3.549
H 0.145 -4.467 -2.020
H 0.274 -6.398 -3.559
H 0.562 -6.022 -5.984
H 0.722 -3.720 -6.867
H 0.594 -1.792 -5.321
C -3.035 0.795 0.824
Se -2.292 -0.491 -0.431
C -2.675 -2.125 0.580
C -2.032 -2.132 1.946
Se -0.131 -1.630 1.917
C 0.580 -3.389 1.483
H -4.079 0.547 1.007
H -2.967 1.769 0.344
H -2.462 0.800 1.747
H -2.280 -2.912 -0.063
H -3.759 -2.216 0.635
H -2.054 -3.126 2.392
H -2.523 -1.447 2.635
H 0.279 -4.095 2.252
H 1.664 -3.296 1.478
H 0.233 -3.682 0.496
C -0.489 1.718 3.672
Si 1.335 1.915 3.300
C 1.917 3.639 3.731
C 2.363 0.648 4.204
C 1.640 1.627 1.416
H -0.669 1.939 4.726
H -0.826 0.697 3.492
H -1.110 2.395 3.082
H 1.928 3.766 4.816
H 1.277 4.420 3.318
H 2.933 3.817 3.372
H 2.306 0.803 5.283
H 3.415 0.716 3.918
H 2.019 -0.368 3.997
H 2.181 0.689 1.257
H 2.256 2.419 0.986
```

=====

Record 3
Density functional theory data (wB97M-V/def2-TZVPD) for one molecule with the formula C11H12O.

Its structure (SMILES) is COc1ccc2c(c1)[C@@H]1C[C@@H]1C2. Its net charge is 0. For the energy relative to the best compared isomer or geometry (same formula, charge and spin), the calculation gives 149.7 kcal per mole. The calculated total energy comes out at -13642.1381 eV. The calculation puts the gap between HOMO and LUMO at 8.94 eV.

The geometry in XYZ format:
```
24
C11H12O, DFT wB97M-V/def2-TZVPD
C -3.914 -0.108 0.275
O -2.774 -1.002 -0.496
C -1.688 -0.175 -0.028
C -1.536 1.166 0.308
C -0.314 1.665 0.279
C 0.919 0.958 -0.109
C 0.722 -0.427 -0.084
C -0.598 -0.939 -0.329
C 1.907 -1.159 -0.120
C 2.739 -0.982 0.971
C 3.030 -0.128 -0.220
C 2.236 1.239 -0.547
H -3.688 0.412 1.242
H -4.447 -1.064 0.761
H -4.366 0.265 -0.655
H -2.236 2.043 0.259
H -0.222 2.678 0.468
H -0.944 -1.953 -0.426
H 1.909 -2.074 -0.715
H 3.798 -1.490 1.397
H 2.170 -0.635 1.838
H 4.023 -0.382 -0.878
H 2.836 2.306 -0.024
H 2.337 1.246 -1.669
```

=====

> calculated total energy of number 2 (C22H31N2O2OsSe2Si)?

-171424.2960 eV